The following is a quantum chemistry calculation of the molecule C4H6N2O, from the Open Molecules 2025 dataset.

```
13
Properties=species:S:1:pos:R:3:nbo_charge:R:1
N 1.404 -0.726 1.213 -0.84
C 0.309 -0.368 0.371 -0.03
C -0.750 -1.122 -0.228 -0.31
C -1.509 -0.250 -0.963 -0.09
N -0.948 1.008 -0.847 -0.53
C 0.139 0.928 -0.035 0.40
O 0.896 2.018 0.231 -0.67
H 2.253 -0.853 0.673 0.36
H 1.234 -1.599 1.698 0.37
H -0.938 -2.183 -0.114 0.22
H -2.393 -0.409 -1.564 0.21
H -1.271 1.854 -1.287 0.42
H 1.573 1.703 0.851 0.50
```

SMILES string	Nc1cc[nH]c1O
net charge	0
frontier orbital gap	8.347	eV
LUMO energy	0.0345	hartree

The following is a quantum chemistry calculation of the molecule C4H6S2 at a distorted geometry, from the Open Molecules 2025 dataset.

```
12
Properties=species:S:1:pos:R:3:nbo_charge:R:1
S 1.285 2.044 0.174 -0.01
C 1.227 0.413 -0.110 -0.24
S 2.541 -0.737 0.071 0.10
C -0.039 -0.342 -0.069 -0.36
C -1.290 0.255 -0.653 -0.39
C -1.259 -0.326 0.826 -0.38
H 3.607 -0.051 -0.273 0.14
H 0.106 -1.339 -0.388 0.22
H -1.190 1.302 -0.700 0.23
H -1.814 -0.159 -1.557 0.23
H -1.453 0.268 1.714 0.23
H -1.721 -1.327 0.965 0.22
```

SMILES string	S=C(S)C1CC1
net charge	0
frontier orbital gap	8.241	eV
LUMO energy	-0.0184	hartree

The following is a quantum chemistry calculation of a cluster of 11 separate species, H24NO10 in total at a distorted geometry, from the Open Molecules 2025 dataset.

```
35
Properties=species:S:1:pos:R:3:nbo_charge:R:1
N -0.098 0.004 0.102 -0.85
H -0.656 0.657 0.512 0.42
H -0.514 -0.065 -0.866 0.45
H -0.325 -0.884 0.455 0.45
H 0.730 0.388 -0.076 0.45
O 2.369 -0.977 1.775 -0.95
H 2.499 -1.921 1.450 0.47
H 3.350 -0.664 1.637 0.47
O -1.638 0.492 -2.290 -0.96
H -2.322 0.760 -1.744 0.49
H -0.996 1.200 -2.464 0.48
O -3.075 1.351 -0.441 -0.96
H -3.929 1.049 -0.243 0.49
H -2.885 1.935 0.336 0.50
O -1.606 -2.979 0.970 -0.93
H -1.482 -3.589 1.597 0.47
H -2.419 -3.254 0.608 0.49
O 2.128 0.741 -1.255 -0.94
H 3.046 0.628 -1.290 0.48
H 2.072 0.974 -2.126 0.47
O 0.784 -2.945 -0.411 -1.00
H 1.428 -3.706 -0.218 0.48
H -0.061 -3.290 0.123 0.49
O -1.567 0.797 3.174 -0.94
H -2.023 -0.015 3.749 0.47
H -0.816 0.764 3.685 0.47
O 2.364 2.888 1.496 -0.98
H 1.535 2.827 0.932 0.48
H 3.167 2.607 1.087 0.47
O 0.066 2.506 0.004 -0.94
H -0.420 3.162 0.416 0.49
H 0.391 3.027 -0.688 0.49
O 0.356 -1.327 -3.644 -0.93
H 1.007 -1.669 -3.037 0.47
H -0.446 -1.487 -3.332 0.47
```

net charge	+1
frontier orbital gap	10.719	eV
LUMO energy	-0.1082	hartree

The following is a quantum chemistry calculation of the molecule C3H5NO2 at a distorted geometry, from the Open Molecules 2025 dataset.

```
11
Properties=species:S:1:pos:R:3:nbo_charge:R:1
C 0.497 0.815 0.445 0.03
N 1.143 0.967 -0.742 -0.70
C 0.373 -0.569 0.476 0.43
C 0.214 -1.847 0.460 -0.53
O -1.161 1.164 0.555 -0.36
O -1.794 0.957 -0.707 -0.46
H -1.449 1.709 -1.214 0.46
H 1.042 0.254 -1.462 0.36
H 0.881 1.340 1.314 0.22
H -0.699 -2.281 0.858 0.29
H 0.952 -2.508 0.017 0.27
```

net charge	0
frontier orbital gap (alpha / beta)	7.743 / 7.742	eV
LUMO energy (alpha / beta)	-0.0392 / -0.0392	hartree

The following is a quantum chemistry calculation of a cluster of 4 separate species, H8O4 in total, from the Open Molecules 2025 dataset.

```
12
Properties=species:S:1:pos:R:3:nbo_charge:R:1
O 3.077 -1.967 -2.049 -0.94
H 3.505 -2.500 -2.719 0.47
H 2.688 -1.240 -2.535 0.47
O -1.070 0.622 1.061 -0.94
H -1.185 -0.257 1.421 0.47
H -0.543 0.492 0.273 0.47
O -2.029 5.403 1.540 -0.94
H -1.946 4.453 1.457 0.47
H -1.307 5.658 2.114 0.47
O -0.714 -3.412 -0.364 -0.94
H -0.674 -3.943 0.432 0.47
H 0.199 -3.308 -0.630 0.47
```

SMILES string	O.O.O.O
net charge	0
frontier orbital gap	11.809	eV
LUMO energy	0.0162	hartree

The following is a quantum chemistry calculation of a structure of composition C10H14BN7O2Re at a distorted geometry, from the Open Molecules 2025 dataset.

```
35
Properties=species:S:1:pos:R:3:nbo_charge:R:1
H 0.009 2.705 0.830 0.22
N 0.194 1.569 -0.940 -0.30
B 0.704 0.644 -3.145 0.53
N 0.607 1.867 -2.190 -0.34
C 0.859 3.189 -2.321 0.02
Re -0.516 -0.936 -0.462 1.57
H 1.179 3.586 -3.273 0.25
C 0.600 3.763 -1.070 -0.31
H 0.670 4.793 -0.815 0.26
C 0.222 2.695 -0.224 -0.01
H 1.114 0.956 -4.218 0.02
C -1.765 -2.028 0.707 -0.92
H -2.012 -1.557 1.659 0.27
H -1.051 -2.858 0.852 0.26
H -2.646 -2.431 0.205 0.25
N -0.794 0.164 -3.151 -0.29
N 1.710 -0.320 -2.439 -0.30
N -1.477 -0.256 -1.964 -0.36
N 1.458 -0.860 -1.175 -0.22
C -1.604 -0.060 -4.185 0.12
C 2.823 -0.896 -2.915 0.17
H -1.240 0.165 -5.179 0.27
H 3.163 -0.620 -3.901 0.27
C -2.826 -0.559 -3.733 -0.29
C 3.295 -1.833 -1.994 -0.22
C -2.749 -0.655 -2.353 0.05
C 2.463 -1.748 -0.882 0.01
H -3.670 -0.824 -4.344 0.28
H 4.100 -2.529 -2.153 0.28
H -3.433 -1.067 -1.624 0.26
H 2.484 -2.271 0.069 0.27
H -0.119 -1.996 -1.709 0.02
O 0.021 0.376 3.712 0.03
N -0.514 1.050 2.939 0.60
O -0.279 0.038 1.031 -0.70
```

multiplicity	4
net charge	+2
frontier orbital gap (alpha / beta)	5.503 / 3.881	eV
LUMO energy (alpha / beta)	-0.3520 / -0.4095	hartree

The following is a quantum chemistry calculation of the molecule C20H34N6O2, from the Open Molecules 2025 dataset.

```
62
Properties=species:S:1:pos:R:3:nbo_charge:R:1
C -4.965 4.815 2.186 -0.63
C -4.807 3.365 1.837 0.02
C -5.327 2.838 0.733 -0.20
C -5.163 1.400 0.325 -0.42
C -4.020 0.724 1.092 -0.31
C -4.061 -0.776 0.843 0.70
O -4.784 -1.496 1.517 -0.64
N -3.293 -1.280 -0.160 -0.45
C -3.393 -2.707 -0.437 -0.42
C -2.504 -0.466 -1.077 -0.21
C -1.051 -0.181 -0.645 -0.42
C -0.482 -1.149 0.406 -0.04
C -0.578 -0.597 1.817 -0.61
N 0.914 -1.458 0.108 -0.62
C 1.205 -2.287 -0.934 0.65
O 0.344 -2.722 -1.674 -0.60
C 2.652 -2.574 -1.114 -0.05
C 3.743 -1.811 -0.778 -0.05
N 4.795 -2.538 -1.193 -0.17
C 6.210 -2.216 -1.173 -0.22
C 6.545 -1.078 -2.126 -0.23
N 6.013 0.198 -1.674 -0.45
C 5.854 1.127 -2.781 -0.41
C 6.838 0.785 -0.632 -0.42
N 4.383 -3.685 -1.757 -0.06
N 3.095 -3.710 -1.716 -0.19
C -4.175 1.034 2.578 -0.39
C -4.022 2.531 2.817 -0.44
H -3.988 5.291 2.312 0.21
H -5.513 5.357 1.416 0.21
H -5.495 4.931 3.134 0.21
H -5.907 3.473 0.069 0.20
H -6.087 0.843 0.511 0.22
H -4.989 1.344 -0.754 0.21
H -3.071 1.147 0.750 0.21
H -3.458 -3.258 0.499 0.23
H -4.287 -2.935 -1.023 0.20
H -2.511 -3.025 -0.991 0.22
H -2.481 -1.015 -2.019 0.22
H -3.020 0.470 -1.285 0.20
H -0.426 -0.219 -1.535 0.23
H -0.973 0.837 -0.248 0.19
H -1.032 -2.089 0.357 0.21
H -1.617 -0.388 2.068 0.22
H -0.195 -1.312 2.549 0.21
H -0.016 0.336 1.907 0.20
H 1.607 -1.317 0.823 0.40
H 3.860 -0.833 -0.348 0.24
H 6.504 -1.981 -0.150 0.21
H 6.724 -3.127 -1.473 0.24
H 7.638 -1.038 -2.261 0.18
H 6.108 -1.315 -3.097 0.21
H 5.419 2.058 -2.417 0.20
H 6.812 1.366 -3.270 0.17
H 5.182 0.703 -3.526 0.21
H 6.380 1.708 -0.277 0.21
H 6.927 0.110 0.219 0.19
H 7.854 1.019 -0.989 0.17
H -5.160 0.692 2.900 0.22
H -3.446 0.475 3.168 0.21
H -2.965 2.822 2.761 0.20
H -4.342 2.782 3.832 0.21
```

SMILES string	CC1=CC[C@H](C(=O)N(C)CC[C@H](C)NC(=O)c2cn(CCN(C)C)nn2)CC1
net charge	0
frontier orbital gap	9.349	eV
LUMO energy	0.0158	hartree

The following is a quantum chemistry calculation of the molecule C3H10BNS at a distorted geometry, from the Open Molecules 2025 dataset.

```
16
Properties=species:S:1:pos:R:3:nbo_charge:R:1
C -0.852 2.280 0.026 -0.85
B -0.698 0.300 -0.094 0.68
S -2.480 -0.352 -0.489 -0.29
N 0.370 -0.521 0.067 -0.73
C 1.752 -0.277 0.151 -0.41
C 0.248 -2.065 -0.058 -0.40
H -1.619 2.657 -0.590 0.21
H 0.105 2.709 -0.342 0.21
H -1.177 2.384 1.008 0.21
H -3.043 0.546 0.196 0.13
H 2.331 -0.490 1.069 0.20
H 2.243 -0.760 -0.639 0.19
H 2.132 0.779 -0.022 0.21
H -0.769 -2.333 -0.503 0.23
H 1.050 -2.317 -0.741 0.19
H 0.409 -2.540 0.963 0.21
```

SMILES string	CB(S)N(C)C
net charge	0
frontier orbital gap	9.325	eV
LUMO energy	0.0225	hartree

The following is a quantum chemistry calculation of a structure of composition C4H11N3O2 at a distorted geometry, from the Open Molecules 2025 dataset.

```
20
Properties=species:S:1:pos:R:3:nbo_charge:R:1
C -1.045 -0.044 -1.447 0.76
C 2.643 0.128 -0.327 -0.63
C 1.285 0.618 0.231 -0.23
C -1.487 -0.098 0.162 0.43
N -1.846 1.063 0.584 -0.81
N -1.986 -1.263 0.472 -0.79
N 0.409 -0.447 0.598 -0.73
O -0.552 -1.089 -1.865 -0.75
O -1.199 1.057 -1.909 -0.70
H 2.679 0.508 -1.327 0.23
H 3.453 0.313 0.338 0.21
H 2.587 -0.918 -0.393 0.21
H 0.711 1.178 -0.476 0.22
H 1.314 1.350 1.147 0.19
H -2.556 1.351 1.260 0.40
H -1.571 1.868 -0.058 0.44
H -1.433 -2.037 0.093 0.41
H -2.374 -1.481 1.365 0.37
H 0.519 -0.793 1.521 0.37
H 0.450 -1.266 0.030 0.40
```

net charge	0
frontier orbital gap	9.011	eV
LUMO energy	0.0170	hartree

The following is a quantum chemistry calculation of a cluster of 2 separate species, CH3NSi in total at a distorted geometry, from the Open Molecules 2025 dataset.

```
6
Properties=species:S:1:pos:R:3:nbo_charge:R:1
C 2.996 0.033 -0.067 0.07
N 1.831 0.068 -0.134 -0.83
Si -1.025 0.024 0.014 1.17
H -1.005 -0.051 1.516 -0.12
H -0.756 0.943 -1.089 -0.10
H -2.042 -1.017 -0.239 -0.19
```

net charge	0
frontier orbital gap	6.425	eV
LUMO energy	-0.0985	hartree

The following is a quantum chemistry calculation of a structure of composition C4H8, from the Open Molecules 2025 dataset.

```
12
Properties=species:S:1:pos:R:3:nbo_charge:R:1
C -0.354 1.148 -0.902 -0.63
C 0.301 0.278 0.828 -0.22
C 0.370 -1.151 0.899 -0.63
C -0.318 -0.281 -0.822 -0.22
H 0.484 1.702 -1.307 0.20
H -1.248 1.697 -0.636 0.20
H 1.245 0.819 0.796 0.22
H -0.463 0.769 1.429 0.22
H 1.279 -1.675 0.634 0.20
H -0.460 -1.731 1.283 0.20
H 0.423 -0.795 -1.432 0.22
H -1.274 -0.798 -0.769 0.22
```

net charge	0
frontier orbital gap	7.136	eV
LUMO energy	0.0433	hartree

The following is a quantum chemistry calculation of the ion C9H11O2S with charge -1 at a distorted geometry, from the Open Molecules 2025 dataset.

```
23
Properties=species:S:1:pos:R:3:nbo_charge:R:1
C 1.553 -1.110 0.503 -0.59
C 0.807 -0.312 -0.610 -0.28
C -0.448 -1.056 -0.955 -0.17
C -1.615 -0.585 -0.785 -0.19
C -1.911 0.814 -0.166 -0.36
C -3.285 0.609 0.431 -0.16
S -4.654 1.179 -0.277 -0.06
C -0.751 1.113 0.775 -0.42
C 0.645 0.969 0.083 -0.35
C 1.368 2.107 -0.242 0.65
O 0.921 3.200 0.328 -0.86
O 2.405 2.189 -1.047 -0.72
H 2.025 -2.052 0.197 0.16
H 0.925 -1.290 1.325 0.19
H 2.301 -0.443 0.855 0.22
H 1.582 -0.081 -1.470 0.22
H -0.259 -2.031 -1.361 0.19
H -2.558 -1.287 -1.013 0.19
H -2.019 1.642 -1.006 0.24
H -3.420 -0.044 1.309 0.19
H -0.720 0.369 1.604 0.17
H -0.700 2.101 1.196 0.27
H 2.579 3.127 -1.171 0.49
```

SMILES string	C[C@H]1C=C[C@@H](C=S)C/C1=C(\[O-])O
net charge	-1
frontier orbital gap	5.083	eV
LUMO energy	0.1040	hartree